## 1
A cluster of 2 separate species, C4H11NO in total, computed with wB97M-V/def2-TZVPD.

Element x y z (Å)
C 0.78 -0.18 2.12
N 0.62 0.08 0.68
C -0.59 -0.41 0.06
C -1.49 -1.21 -2.10
C -0.50 -0.54 -1.39
H 0.53 -1.22 2.38
H 1.82 -0.04 2.38
H 0.09 0.43 2.70
H 1.41 -0.38 0.24
H -1.43 0.26 0.29
H -0.95 -1.33 0.56
H -2.09 -0.76 -2.89
H -1.66 -2.26 -1.88
H 0.51 -0.33 -1.79
H 0.69 1.92 -0.26
H 0.93 3.32 -0.82
O 1.34 2.64 -0.28

Output
Multiplicity: 2
Kohn-Sham gap (alpha / beta): 6.680 / 6.059 eV
Charge: +1

Mulliken atomic charge list, values in e, 4 entries:
1. C -0.976
2. N -0.304
3. C -0.531
4. C -0.664


## 2
A cluster of 2 separate species, C4H11NO in total, computed with wB97M-V/def2-TZVPD.

Element x y z (Å)
C 0.29 -0.26 2.30
N 0.56 -0.27 0.89
C -0.20 -1.17 0.00
C -1.49 -0.48 -1.99
C -0.31 -0.63 -1.41
H 0.12 -1.28 2.65
H 1.10 0.21 2.83
H -0.68 0.20 2.50
H 1.56 -0.28 0.72
H -1.20 -1.24 0.42
H 0.29 -2.15 0.11
H -1.48 -0.34 -3.06
H -2.39 -0.42 -1.39
H 0.62 -0.51 -1.95
H 0.44 1.71 0.41
H 0.32 2.95 -0.46
O 0.94 2.25 -0.20

Output
Multiplicity: 2
Kohn-Sham gap (alpha / beta): 11.134 / 6.180 eV
Charge: +1

Mulliken atomic charge list, values in e, 4 entries:
1. C -0.786
2. N -0.063
3. C -0.515
4. C -0.744


## 3
A cluster of 2 separate species, C4H11NO in total, computed with wB97M-V/def2-TZVPD.

Element x y z (Å)
C 1.95 -0.53 -1.29
C 0.95 -0.46 -0.19
C -0.36 -0.73 -0.46
N -1.37 -0.68 0.45
C -1.13 -0.37 1.89
H 1.41 -0.68 -2.22
H 2.54 0.38 -1.42
H 2.70 -1.30 -1.11
H 1.18 -0.58 0.86
H -0.71 -1.00 -1.45
H -2.24 -0.33 0.03
H -0.57 0.56 1.95
H -2.08 -0.18 2.38
H -0.55 -1.22 2.22
H -0.39 3.14 -0.55
H -0.38 1.62 -0.56
O -0.96 2.37 -0.52

Output
Multiplicity: 2
Kohn-Sham gap (alpha / beta): 11.246 / 7.947 eV
Charge: +1

Mulliken atomic charge list, values in e, 4 entries:
1. C -1.099
2. C 0.234
3. C -0.485
4. N -0.020


Most stable to least stable, the ends of the list are 3 and 1.


## 1
A structure of composition C3H6N4O, computed with wB97M-V/def2-TZVPD.

Element x y z (Å)
C -0.44 1.00 -0.65
C 0.57 0.05 -0.38
C 0.63 -0.40 0.91
H -0.71 0.24 -2.74
H -1.96 -0.07 -1.44
H -0.04 2.08 -0.85
H -1.26 0.89 0.06
H 0.19 -0.01 3.01
H -1.10 -1.39 2.13
N -1.34 0.71 -1.90
N 2.32 -1.37 -0.11
N 1.82 -1.10 0.94
N -0.41 -0.26 2.04
O 1.73 -0.36 -1.03

Output
Kohn-Sham gap: 9.579 eV

Mulliken atomic charge list, values in e, 4 entries:
1. C -0.654
2. C 0.421
3. C 0.124
4. H 0.279


## 2
The molecule C3H6N4O, computed with wB97M-V/def2-TZVPD.

Element x y z (Å)
C -0.76 2.05 0.29
N -0.14 1.46 -0.89
C 0.30 0.26 -0.92
O 0.83 -0.23 -2.05
N 1.22 -1.57 -1.85
C 0.80 -1.89 -0.69
N 0.29 -0.81 -0.02
N -0.26 -0.74 1.25
H -1.67 1.52 0.58
H -0.10 2.02 1.15
H -0.95 3.07 0.03
H 0.95 -2.84 -0.18
H -0.99 -1.46 1.34
H 0.46 -0.84 1.96

Output
Kohn-Sham gap: 8.907 eV
Structure (SMILES): C/N=c1/oncn1N

Mulliken atomic charge list, values in e, 4 entries:
1. C -0.729
2. N -0.529
3. C 0.611
4. O -0.218


Most stable to least stable, the ends of the list are 2 and 1.


## 1
The molecule C3H6N4O, computed with wB97M-V/def2-TZVPD.

Element x y z (Å)
N 2.10 -0.71 -1.74
N 1.74 -0.33 -0.45
C 0.43 -0.04 -0.17
N -0.52 -0.40 -0.96
N -1.78 0.12 -0.68
C -2.02 0.50 0.51
C -0.98 0.42 1.58
O 0.30 0.67 0.97
H 1.91 -1.70 -1.84
H 1.46 -0.26 -2.40
H 2.42 0.21 0.04
H -3.01 0.91 0.73
H -0.95 -0.57 2.05
H -1.10 1.19 2.35

Output
Kohn-Sham gap: 9.635 eV
Structure (SMILES): NNC1=NN=CCO1

Mulliken atomic charge list, values in e, 4 entries:
1. N -0.686
2. N -0.051
3. C 0.548
4. N -0.426


## 2
The molecule C3H6N4O, computed with wB97M-V/def2-TZVPD.

Element x y z (Å)
H 2.02 2.09 0.14
N 2.08 1.10 -0.05
C 0.89 0.61 -0.23
C -0.48 1.08 -0.08
C -1.27 -0.03 -0.15
N -2.65 -0.19 -0.05
O -0.60 -1.17 -0.20
N 0.79 -0.80 -0.52
N 1.65 -1.58 0.20
H -0.82 2.11 -0.07
H -2.96 -0.97 0.51
H -3.10 0.68 0.18
H 2.19 -0.95 0.80
H 2.27 -1.97 -0.49

Output
Kohn-Sham gap: 9.248 eV
Structure (SMILES): [H]/N=c1\cc(N)on1N

Mulliken atomic charge list, values in e, 4 entries:
1. H 0.218
2. N -0.802
3. C 0.560
4. C -0.550


Most stable to least stable, the ends of the list are 1 and 2.